[1]
74
Properties=species:S:1:pos:R:3:mulliken_charge:R:1 method="wB97M-V/def2-TZVPD" gap_ev=5.9 relative_energy_kj_mol=25.2 charge=-1 fmax_ev_per_a=0.8
Mg -0.1367 -0.1930 0.5374 2.83
S 4.6555 -4.9962 -2.3661 -0.33
C 3.4286 -3.9969 -1.8568 0.11
S 3.3003 -2.3391 -2.2848 -0.11
C 1.8040 -1.9311 -1.4711 0.62
C 1.2322 -2.9850 -0.8347 -0.06
S -0.2516 -2.9770 0.0968 -0.33
S 2.0954 -4.5023 -0.9172 -0.12
S 1.2806 -0.2807 -1.6102 -0.73
O 0.2736 1.7235 0.9760 -1.44
P -0.6662 2.4996 1.8646 1.18
C -2.3959 2.3202 1.3427 -0.81
P -2.4703 1.7097 -0.3778 1.92
O -1.8022 0.3872 -0.6165 -1.30
C -1.7318 3.0373 -1.3344 0.20
C -0.6490 2.7092 -2.1439 -0.80
C 0.0260 3.7137 -2.8262 -0.56
C -0.3804 5.0334 -2.7003 -0.53
C -1.4714 5.3627 -1.9013 -0.76
C -2.1483 4.3647 -1.2200 -0.02
C -4.2258 1.6517 -0.7471 0.24
C -4.7853 2.2992 -1.8434 -0.50
C -6.1435 2.1709 -2.1048 -0.70
C -6.9385 1.3957 -1.2737 -0.46
C -6.3811 0.7380 -0.1832 -0.74
C -5.0269 0.8614 0.0817 -0.42
C -0.5085 2.1175 3.6049 0.95
C 0.3234 1.0600 3.9688 -0.71
C 0.4253 0.7111 5.3078 -0.55
C -0.2946 1.4056 6.2703 -0.61
C -1.1217 2.4598 5.9039 -0.71
C -1.2295 2.8168 4.5689 -0.68
C -0.2959 4.2590 1.6650 0.99
C -1.1726 5.2766 2.0381 -0.45
C -0.8345 6.6056 1.8377 -0.84
C 0.3840 6.9274 1.2534 -0.47
C 1.2581 5.9196 0.8735 -0.70
C 0.9230 4.5871 1.0771 -0.57
H -2.9130 3.2802 1.3790 1.11
H -2.8749 1.5864 1.9938 -0.16
H -0.3314 1.6751 -2.2236 0.35
H 0.8762 3.4558 -3.4443 0.46
H 0.1567 5.8151 -3.2236 0.40
H -1.7838 6.3945 -1.8021 0.42
H -2.9929 4.6248 -0.5906 0.39
H -4.1617 2.8966 -2.4966 0.40
H -6.5768 2.6713 -2.9612 0.39
H -7.9971 1.2971 -1.4793 0.37
H -6.9988 0.1220 0.4573 0.44
H -4.5894 0.3309 0.9216 0.25
H 0.8470 0.4876 3.2072 0.19
H 1.0535 -0.1231 5.5922 0.46
H -0.2205 1.1169 7.3115 0.38
H -1.6881 2.9953 6.6550 0.40
H -1.8849 3.6329 4.2891 0.21
H -2.1341 5.0425 2.4808 0.26
H -1.5235 7.3881 2.1293 0.41
H 0.6472 7.9650 1.0895 0.40
H 2.2033 6.1677 0.4078 0.43
H 1.5869 3.7927 0.7589 0.43
Cl -2.1249 -4.9843 5.4812 -0.28
C -1.9066 -3.5692 4.4675 0.17
C -2.8015 -2.5220 4.5644 -0.86
C -2.6169 -1.4189 3.7528 0.89
Cl -3.7688 -0.0946 3.8725 -0.28
C -1.5700 -1.3048 2.8166 -0.96
O -1.4664 -0.2697 2.0428 0.31
C -0.6506 -2.3908 2.7835 0.79
C 0.5410 -2.3556 1.8328 -0.65
O 1.1247 -1.1843 1.6212 -0.95
C -0.8416 -3.5029 3.5846 -1.12
H -3.6316 -2.5601 5.2561 0.46
H 1.2310 -3.1751 2.0698 0.67
H -0.1377 -4.3253 3.5231 0.39



[2]
44
Properties=species:S:1:pos:R:3:nbo_charge:R:1 method="wB97M-V/def2-TZVPD" gap_ev="7.3 / 7.3" relative_energy_kj_mol=0.0 fmax_ev_per_a=0.2
Co -1.6740 -0.2191 -2.9947 0.38
N -2.3514 -0.0750 -5.8734 -0.68
C -2.0648 -0.1604 -4.7523 0.47
H -2.5883 -0.0038 -6.8366 0.46
S -4.6659 -1.3744 -2.4761 0.07
C -3.2359 -0.8189 -2.7234 -0.17
C 2.1506 -0.3927 -3.6655 -0.62
C 1.1172 0.7091 -3.9250 0.26
C 1.7220 2.0686 -3.5569 -0.62
C 0.7633 0.7131 -5.4114 -0.63
O 0.0304 0.4969 -3.0754 -0.90
H 3.0607 -0.2428 -4.2523 0.20
H 1.7250 -1.3652 -3.9222 0.20
H 2.4142 -0.4043 -2.6065 0.21
H 2.6017 2.2984 -4.1633 0.20
H 2.0171 2.0695 -2.5057 0.20
H 0.9791 2.8546 -3.7066 0.20
H 1.6474 0.9176 -6.0185 0.21
H 0.0171 1.4820 -5.6222 0.20
H 0.3668 -0.2589 -5.7097 0.20
N -0.4921 -1.3009 3.9512 -0.55
C 0.0096 -0.9356 5.1816 0.17
C 0.0457 -1.5798 6.4141 -0.26
C 0.6434 -0.8929 7.4519 -0.20
C 1.1870 0.3897 7.2699 -0.23
C 1.1473 1.0209 6.0441 -0.18
C 0.5465 0.3436 4.9829 0.06
N 0.3712 0.7353 3.6686 -0.43
C -0.2442 -0.2594 3.0929 0.36
C -0.6339 -0.2768 1.6786 -0.02
C -0.3468 0.8247 0.8801 -0.21
C -0.6844 0.7949 -0.4576 0.08
N -1.3147 -0.2453 -1.0161 -0.44
C -1.6156 -1.2918 -0.2482 0.08
C -1.2797 -1.3574 1.0905 -0.25
H -0.9564 -2.1622 3.7299 0.42
H -0.3713 -2.5680 6.5584 0.22
H 0.6952 -1.3525 8.4302 0.22
H 1.6458 0.8881 8.1136 0.22
H 1.5647 2.0078 5.8967 0.22
H 0.1495 1.6838 1.3070 0.25
H -0.4295 1.5982 -1.1312 0.25
H -2.1372 -2.1056 -0.7326 0.22
H -1.5325 -2.2532 1.6413 0.21



[3]
15
Properties=species:S:1:pos:R:3:nbo_charge:R:1 method="wB97M-V/def2-TZVPD" gap_ev=9.8 relative_energy_kj_mol=346.6 fmax_ev_per_a=4.3 smiles="CO/C(=C/F)C(C)=O"
C 1.7693 -1.6967 -0.2061 -0.26
C 0.2636 0.1931 -0.4110 0.10
C 0.3784 1.4520 -0.9277 0.17
C -0.9186 -0.2777 0.4601 0.51
C -1.7667 0.8261 1.0164 -0.74
H 2.2659 -2.2320 -1.0061 0.21
H 2.2745 -1.1418 0.5301 0.18
H 1.0925 -2.3383 0.4026 0.21
H 1.0892 1.8023 -1.8880 0.22
H -2.9748 0.3632 1.2398 0.24
H -1.1179 1.2784 1.9679 0.26
H -1.7300 1.4580 -0.0032 0.29
O 1.0143 -0.6584 -1.1218 -0.52
O -1.1626 -1.4453 0.3247 -0.53
F -0.4772 2.4170 -0.3778 -0.35



[4]
10
Properties=species:S:1:pos:R:3:nbo_charge:R:1 method="wB97M-V/def2-TZVPD" gap_ev=12.7 relative_energy_kj_mol=243.5 charge=+1 fmax_ev_per_a=5.6
C 1.4274 -2.4957 0.0869 0.18
C -1.8718 0.2019 0.1184 1.16
C 0.1197 1.6618 -0.0082 -0.27
N 0.6300 -1.6811 -0.0145 -0.43
O -2.7308 -0.5252 -0.0283 -0.30
O -1.1339 1.0981 0.2016 -0.36
H 2.0106 -3.3798 -0.0492 0.26
H 0.5573 2.1648 0.8382 0.26
H 0.2509 2.1862 -0.8675 0.24
H 0.7406 0.7690 -0.2773 0.25



[5]
73
Properties=species:S:1:pos:R:3:mulliken_charge:R:1 method="wB97M-V/def2-TZVPD" gap_ev=2.6 relative_energy_kj_mol=313.6 fmax_ev_per_a=4.2
C 4.6055 6.4687 2.1545 -1.24
C 3.9147 5.2838 2.6962 0.57
C 3.6243 5.0300 4.0180 -0.70
C 2.8816 3.8180 4.2264 -1.24
C 2.6528 3.1631 3.0372 0.28
B 1.9203 1.7350 2.8182 1.93
C 0.3037 2.0732 2.8149 -0.21
C -0.2910 2.5947 3.9539 -1.14
C -1.6640 2.8340 3.9810 -0.74
C -2.4601 2.5987 2.8283 1.28
N -3.8024 2.8618 2.8375 0.19
C -4.7044 2.4134 1.7959 -0.95
C -4.4410 3.5861 3.9151 -1.27
C -1.8187 2.0697 1.6775 -0.59
C -0.4516 1.8067 1.6797 -0.53
O 2.4248 1.2157 1.5838 -0.75
C 2.9328 -0.0564 1.9426 1.84
C 1.7952 -1.0629 1.8266 -1.49
C 4.0794 -0.4000 1.0038 -2.17
C 3.3470 0.1555 3.4964 1.77
C 3.3663 -1.1032 4.3598 -1.61
C 4.6973 0.8642 3.5935 -1.92
O 2.3000 0.9712 3.9702 -0.89
S 3.3700 3.9763 1.6955 -0.26
H 4.8437 7.1366 2.9837 0.34
H 5.5345 6.1662 1.6636 0.26
H 3.9802 7.0122 1.4392 0.27
H 3.9330 5.7165 4.8022 0.30
H 2.5414 3.5064 5.2075 0.52
H 0.3087 2.8425 4.8262 0.22
H -2.1160 3.2137 4.8926 0.32
H -4.2702 1.6049 1.1999 0.13
H -5.6262 2.0363 2.2610 0.36
H -4.9769 3.2447 1.1249 0.32
H -3.7203 4.2166 4.4435 0.38
H -5.2274 4.2262 3.4954 0.38
H -4.9082 2.8960 4.6370 0.33
H -2.3763 1.8862 0.7629 0.48
H 0.0182 1.4330 0.7735 0.48
H 2.1518 -2.1030 1.8446 0.07
H 1.0717 -0.9326 2.6512 0.03
H 1.2296 -0.9091 0.8954 0.44
H 4.4973 -1.3870 1.2469 0.30
H 3.7237 -0.4229 -0.0349 0.44
H 4.8742 0.3497 1.0756 0.46
H 4.1005 -1.8245 3.9737 0.28
H 3.6609 -0.8342 5.3813 0.50
H 2.3739 -1.5657 4.4134 0.11
H 5.5089 0.1640 3.3462 0.41
H 4.7511 1.7281 2.9173 0.28
H 4.8667 1.2143 4.6189 0.40
C -0.2999 -3.3045 3.1859 -0.82
C 0.6690 -4.4600 2.7291 -0.78
C 0.5792 -4.4038 1.2342 -0.70
C -0.1042 -3.2766 0.8007 -0.17
C -0.7566 -2.6371 1.9087 0.72
C -2.0261 -1.9669 1.8421 0.57
C -2.6305 -1.6831 0.5875 -0.16
C -3.9745 -1.3074 0.5100 -0.97
C -4.7282 -1.1258 1.6799 -0.22
C -4.1442 -1.3875 2.9290 -1.02
C -2.8046 -1.7609 3.0165 0.07
H -1.1409 -3.7905 3.7054 0.57
H 0.1481 -2.5817 3.8868 0.41
H 1.7093 -4.2744 3.0629 0.29
H 0.3591 -5.4114 3.1924 0.40
H 0.9672 -5.2054 0.6091 0.47
H -0.1596 -2.8960 -0.2345 0.39
H -2.0424 -1.8183 -0.3207 0.30
H -4.4504 -1.1651 -0.4662 0.38
H -5.7546 -0.7424 1.6178 0.45
H -4.7533 -1.3099 3.8345 0.39
H -2.3535 -1.9606 3.9946 0.45



[6]
14
Properties=species:S:1:pos:R:3:nbo_charge:R:1 method="wB97M-V/def2-TZVPD" gap_ev=10.2 relative_energy_kj_mol=292.1 charge=+1 fmax_ev_per_a=7.4
C 1.0586 -0.5088 0.7944 -0.42
C 2.1909 -0.2292 0.1024 0.64
C 0.2731 0.6552 0.7954 0.13
N 0.9160 1.5545 0.1019 -0.16
N -1.4919 0.0595 -0.7169 -1.07
O 2.0017 1.1715 -0.3833 -0.23
O 3.2733 -0.8311 -0.3405 -0.62
H 0.8022 -1.3944 1.4053 0.29
H -0.6909 0.7198 1.4384 0.31
H 0.6024 2.5095 -0.2033 0.45
H -0.7289 -0.2868 -1.3374 0.37
H -2.0434 0.6664 -1.1589 0.37
H -2.0779 -0.7847 -0.3357 0.40
H 3.8037 -1.3092 0.3898 0.55



[7]
43
Properties=species:S:1:pos:R:3:lowdin_spin:R:1 method="wB97M-V/def2-TZVPD" gap_ev="6.8 / 6.3" relative_energy_kj_mol=0.0 charge=-1 fmax_ev_per_a=2.2 multiplicity=3
C 0.7122 -2.3392 1.8854 0.02
C -0.7153 -2.5295 1.7183 0.02
C -0.9517 -2.9585 0.3701 0.01
H -1.4462 -2.4456 2.5126 0.01
C 0.3198 -3.0542 -0.2982 0.02
C 1.3443 -2.6138 0.6170 0.02
H 2.4109 -2.6045 0.4182 0.01
H 1.1866 -2.0816 2.8237 0.00
H -1.9144 -3.2350 -0.0466 0.00
H 0.4831 -3.4479 -1.2994 0.00
C -1.2707 2.8404 0.0304 0.01
C -1.1195 2.2181 1.2385 0.00
C 0.3547 1.9094 1.4868 0.00
H -1.9140 1.8883 1.9031 0.00
C 1.0047 2.6091 0.2935 0.00
C 0.0400 3.0679 -0.5631 0.00
H 0.1763 3.5400 -1.5381 0.00
H -2.2067 3.1391 -0.4455 0.00
H 0.7432 2.2670 2.4481 0.00
H 2.0823 2.6043 0.1382 0.00
Ti 0.0098 -0.8718 0.3975 0.86
O -0.2457 -0.4856 -1.3320 0.04
C -1.0187 -0.3788 -2.5090 0.06
C -0.2618 -0.9091 -3.6681 0.42
H -1.8972 -1.0228 -2.3641 0.02
H -1.3848 0.6484 -2.6449 0.00
H 0.0658 -1.9464 -3.5787 0.02
H 1.1784 -1.8932 -5.6848 0.01
C 0.8317 -0.8687 -5.8613 0.13
C 0.1193 -0.2038 -4.7974 0.04
C -0.1946 1.1910 -5.0044 0.14
H -0.6084 1.7488 -4.1588 0.01
C 0.0215 1.7875 -6.2384 -0.01
H -0.2983 2.8173 -6.3998 0.00
C 0.6472 1.0865 -7.2813 0.16
H 0.8038 1.5661 -8.2473 0.01
C 1.0718 -0.2372 -7.0715 -0.01
H 1.5899 -0.7727 -7.8692 0.00
O -0.9091 0.8903 3.7841 0.00
Cl -0.1279 -0.0535 4.6759 0.00
O 1.3239 -0.0521 4.2901 0.00
O -0.6976 -1.4332 4.5391 0.00
O 0.6140 0.4932 1.4045 0.01